Record 1
Density functional theory data (ωB97M-V/def2-TZVPD) for C4H11NO in the gas phase.

Last column: Löwdin charge in e.
Cartesian coordinates (Å):
C: -1.355 -1.490 0.131  -0.09
C: -0.261 -0.559 -0.332  -0.47
C: -0.130 0.591 0.632  -0.18
C: 0.888 1.651 0.254  -0.25
O: 0.571 2.260 -1.015  -0.07
N: 0.972 -1.353 -0.393  0.04
H: -2.282 -0.996 0.423  0.08
H: -1.039 -2.154 0.944  0.08
H: -1.676 -2.209 -0.631  0.08
H: -0.530 -0.243 -1.345  0.14
H: -1.101 0.941 0.987  0.11
H: 0.282 0.212 1.587  0.13
H: 1.002 2.401 1.039  0.11
H: 1.852 1.159 0.135  0.11
H: 0.323 3.163 -0.839  0.07
H: 0.824 -2.339 -0.523  0.06
H: 1.661 -1.037 -1.056  0.07

Force components x, y, z for each atom (eV/Å):
C -0.840 -1.094 0.026
C -0.045 -0.992 -0.447
C 0.768 0.112 1.514
C -0.474 -0.068 -0.730
O 0.221 -0.202 0.379
N 0.440 0.247 0.458
H 0.167 0.250 0.144
H 0.143 0.452 0.262
H 0.244 0.213 -0.323
H -0.048 0.516 0.126
H -0.142 0.558 -0.692
H -0.021 -0.418 -0.326
H -0.101 0.019 -0.017
H 0.126 -0.031 0.015
H -0.159 0.342 -0.098
H -0.208 -0.062 -0.129
H -0.071 0.158 -0.162

Results
SMILES: C[C@H](N)CCO
HOMO level (eV): -9.069
Total charge: 0
HOMO-LUMO gap (hartree): 0.3700


Record 2
Density functional theory data (ωB97M-V/def2-TZVPD) for a molecular structure, C33H29MnNO2PSe2.

Last column: Mulliken spin population.
Cartesian coordinates (Å):
Mn: -0.053 0.006 0.635  4.19
Se: -1.338 2.113 1.423  -0.03
P: -1.662 4.049 0.256  0.00
Se: -3.624 1.668 1.581  -0.01
C: -0.015 4.592 -0.348  0.01
C: 1.177 3.892 -0.230  0.00
C: 2.364 4.406 -0.737  0.00
C: 2.369 5.636 -1.376  0.00
C: 1.182 6.350 -1.497  0.00
C: 0.003 5.836 -0.982  0.00
C: -2.317 3.409 -1.331  0.00
C: -3.647 3.681 -1.628  0.00
C: -4.205 3.241 -2.823  0.00
C: -3.438 2.516 -3.719  0.00
C: -2.108 2.232 -3.425  0.01
C: -1.551 2.680 -2.240  0.02
H: 1.178 2.920 0.244  0.00
H: 3.282 3.839 -0.640  0.00
H: 3.289 6.037 -1.781  0.00
H: 1.178 7.314 -1.989  0.00
H: -0.915 6.405 -1.076  0.00
H: -4.250 4.227 -0.913  0.00
H: -5.242 3.460 -3.046  0.00
H: -3.873 2.165 -4.646  0.00
H: -1.507 1.663 -4.124  0.00
H: -0.512 2.463 -2.018  -0.01
C: 3.447 1.989 2.259  0.00
C: 4.479 1.221 1.740  0.01
C: 4.186 0.103 0.982  -0.01
C: 2.861 -0.228 0.733  0.02
N: 1.865 0.547 1.216  0.00
C: 2.151 1.613 1.976  0.02
C: 2.399 -1.378 -0.055  -0.04
C: 3.250 -2.372 -0.530  -0.02
C: 2.726 -3.430 -1.254  0.03
C: 1.360 -3.495 -1.496  -0.02
C: 0.508 -2.511 -1.008  0.04
C: 1.022 -1.441 -0.290  -0.22
H: 3.632 2.865 2.864  0.00
H: 5.509 1.487 1.935  0.00
H: 4.977 -0.508 0.573  0.00
H: 1.302 2.154 2.377  -0.01
H: 4.314 -2.336 -0.332  0.00
H: 3.381 -4.207 -1.624  0.00
H: 0.953 -4.320 -2.067  0.00
H: -0.555 -2.580 -1.197  0.00
C: -6.619 -4.826 0.571  0.00
C: -5.433 -3.904 0.629  0.00
C: -5.212 -2.958 -0.359  0.00
C: -4.104 -2.119 -0.351  0.00
C: -3.984 -1.127 -1.478  0.01
C: -3.189 -2.231 0.716  0.02
C: -3.391 -3.189 1.732  0.00
C: -2.463 -3.398 2.900  0.01
C: -4.510 -4.006 1.660  0.00
C: -2.026 -1.327 0.793  -0.05
O: -1.326 -1.180 1.835  0.08
O: -1.644 -0.657 -0.245  -0.05
H: -7.342 -4.495 -0.174  0.00
H: -7.121 -4.882 1.537  0.00
H: -6.304 -5.838 0.308  0.00
H: -5.928 -2.862 -1.168  0.00
H: -4.799 -1.284 -2.183  0.00
H: -3.039 -1.220 -2.008  0.00
H: -4.030 -0.104 -1.097  0.00
H: -2.555 -2.584 3.620  0.00
H: -1.418 -3.427 2.599  0.00
H: -2.715 -4.335 3.396  0.00
H: -4.667 -4.742 2.441  0.00

Force components x, y, z for each atom (eV/Å):
Mn -0.204 -0.008 -0.387
Se 0.038 0.134 0.452
P -0.091 -0.010 -0.302
Se 0.238 -0.100 -0.042
C 0.022 -0.005 0.020
C -0.009 -0.087 -0.041
C 0.017 0.015 0.004
C -0.020 -0.007 0.012
C 0.010 -0.007 -0.001
C 0.053 0.019 0.028
C -0.016 -0.003 -0.008
C -0.016 -0.026 0.010
C -0.003 -0.005 0.013
C 0.013 -0.019 0.011
C -0.012 -0.009 -0.005
C -0.014 -0.005 0.019
H -0.028 0.058 -0.074
H -0.001 -0.003 0.005
H 0.000 0.005 0.008
H -0.001 -0.005 -0.009
H 0.000 -0.003 0.003
H -0.001 0.000 -0.003
H -0.002 -0.011 0.007
H 0.004 0.009 -0.004
H 0.001 -0.004 0.004
H 0.014 0.005 -0.008
C -0.066 0.021 0.007
C 0.052 -0.021 0.008
C -0.002 -0.014 0.014
C -0.044 0.067 -0.083
N -0.153 0.179 0.173
C 0.035 -0.184 0.172
C 0.032 -0.015 -0.025
C 0.003 0.025 -0.015
C 0.020 -0.003 0.003
C -0.034 -0.004 -0.012
C 0.061 0.021 -0.090
C -0.020 -0.029 0.168
H 0.010 -0.015 0.014
H -0.003 0.008 -0.009
H 0.006 0.002 0.012
H 0.027 0.044 -0.061
H 0.002 -0.002 -0.015
H 0.000 0.005 -0.008
H 0.004 -0.016 0.022
H 0.001 0.014 -0.010
C -0.013 0.010 0.022
C 0.021 -0.023 -0.032
C 0.010 -0.005 -0.004
C 0.016 -0.026 -0.012
C -0.041 0.049 0.053
C -0.043 0.084 0.021
C -0.011 -0.014 -0.009
C -0.017 0.020 0.010
C 0.006 -0.003 -0.001
C -0.087 0.210 0.136
O 0.090 -0.163 -0.045
O 0.129 -0.147 -0.079
H -0.003 0.003 0.006
H -0.003 0.005 -0.002
H 0.000 0.002 -0.002
H 0.008 -0.012 -0.007
H -0.024 0.031 0.017
H -0.011 -0.022 -0.026
H 0.041 0.007 -0.002
H 0.017 0.013 -0.016
H -0.001 -0.027 -0.009
H -0.009 0.011 0.017
H 0.008 -0.012 -0.011

Results
HOMO level (spin up / spin down) (eV): -6.473 / -6.552
<S²>: 6.130
Total charge: 0
HOMO-LUMO gap (spin up / spin down) (hartree): 0.2013 / 0.2028
Spin multiplicity: 5


Record 3
Density functional theory data (ωB97M-V/def2-TZVPD) for C4H5N3 in the gas phase.

Last column: Löwdin charge in e.
Cartesian coordinates (Å):
C: 1.848 -0.437 -0.145  -0.04
C: 0.509 0.108 -0.066  -0.31
C: -1.692 -0.095 0.048  -0.52
C: -0.105 1.366 0.032  -0.11
H: 2.236 -0.251 0.884  0.10
H: 2.567 -0.003 -0.890  0.11
H: 1.654 -1.484 -0.013  0.08
H: -2.878 -1.472 -0.070  0.05
H: 0.676 2.199 0.165  0.14
N: -0.504 -0.787 0.227  0.14
N: -2.884 -0.473 -0.156  0.21
N: -1.429 1.328 -0.014  0.13

Force components x, y, z for each atom (eV/Å):
C 1.250 0.969 1.583
C -4.717 -5.006 1.744
C -0.096 2.257 -0.206
C -0.725 3.224 -0.589
H 0.408 0.434 -0.555
H -0.890 -0.846 0.598
H 0.620 -0.807 -1.161
H -0.285 -0.981 0.051
H -2.197 -0.284 -0.447
N 2.918 0.066 -1.879
N 0.872 0.108 0.323
N 2.841 0.865 0.539

Results
SMILES: [H]/N=C1/N=CC(C)=N1
HOMO level (eV): -10.111
Total charge: 0
HOMO-LUMO gap (hartree): 0.3187


Record 4
Density functional theory data (ωB97M-V/def2-TZVPD) for 21 unconnected molecules or ions with the total composition C16H50N4O23S3.

Last column: Löwdin charge in e.
Cartesian coordinates (Å):
O: 3.991 2.875 -0.479  0.04
O: -1.912 0.410 2.610  -0.32
O: -2.144 1.012 0.179  -0.34
N: -2.006 5.854 -0.136  -0.03
N: -0.709 6.005 0.295  0.02
N: -0.160 -0.440 1.059  0.02
S: 1.606 4.459 0.434  1.09
S: -3.932 -1.483 -0.268  1.06
C: 3.104 2.174 -0.001  -0.32
C: -2.111 4.725 -0.855  -0.09
C: -0.097 4.846 -0.002  -0.59
C: -4.127 -3.177 0.129  -0.38
C: -3.223 -3.664 1.023  -0.14
C: -2.183 -2.638 1.385  -0.09
C: 1.757 2.707 0.374  -0.44
C: 0.787 1.824 0.799  -0.01
C: -2.600 -1.477 0.830  -0.63
C: 0.839 0.327 0.783  -0.21
C: 4.629 -1.379 -0.436  -0.06
C: 3.570 -2.165 -0.135  -0.04
C: 4.495 0.006 -0.411  -0.02
C: 2.366 -1.578 0.245  -0.02
C: 3.306 0.680 -0.015  -0.03
C: 2.151 -0.206 0.293  -0.06
N: -0.937 3.989 -0.686  0.10
S: -1.723 0.054 1.183  0.68
H: -2.956 4.357 -1.383  0.09
H: -4.930 -3.768 -0.420  0.08
H: -3.312 -4.678 1.407  0.07
H: -1.423 -2.594 2.155  0.12
H: -0.101 2.361 1.218  0.12
H: 5.603 -1.820 -0.585  0.09
H: 3.596 -3.236 -0.060  0.10
H: 5.357 0.621 -0.602  0.10
H: 1.601 -2.232 0.694  0.10
H: -0.612 3.106 -1.091  0.10
O: 7.559 -1.893 -2.753  -0.12
H: 7.129 -1.481 -1.934  0.03
H: 7.362 -1.296 -3.546  0.07
O: 0.411 -3.150 -1.592  -0.12
H: 1.044 -3.708 -1.034  0.01
H: -0.450 -3.669 -1.707  0.07
O: -4.812 4.212 -3.386  -0.12
H: -5.466 3.772 -4.020  0.07
H: -4.600 3.555 -2.646  0.00
O: -3.816 2.051 -1.920  -0.12
H: -3.043 1.519 -1.542  0.05
H: -3.962 1.759 -2.877  0.10
O: 4.725 0.688 -3.295  -0.11
H: 3.961 0.036 -3.416  0.08
H: 4.500 1.296 -2.518  0.03
O: -2.513 4.619 2.612  -0.13
H: -2.172 5.367 2.022  0.02
H: -3.433 4.875 2.946  0.07
O: -3.107 8.585 0.313  -0.15
H: -2.698 9.346 -0.213  0.06
H: -2.570 7.748 0.126  -0.01
O: -4.018 1.286 4.246  -0.13
H: -3.416 0.796 3.597  0.01
H: -3.503 2.071 4.622  0.07
O: -1.827 -1.125 5.153  -0.13
H: -1.766 -0.592 4.295  0.01
H: -2.737 -0.960 5.563  0.06
O: -7.483 -3.960 -1.086  -0.11
H: -7.623 -4.824 -0.579  0.10
H: -8.166 -3.918 -1.831  0.10
O: 3.899 -6.353 -0.554  -0.11
H: 4.180 -5.915 -1.421  0.09
H: 4.713 -6.422 0.043  0.09
O: -5.828 -2.496 -2.691  -0.15
H: -6.433 -3.055 -2.104  -0.01
H: -6.306 -1.629 -2.901  0.07
O: -4.567 -6.838 1.897  -0.12
H: -4.701 -6.955 0.901  0.07
H: -3.572 -6.820 2.081  0.07
O: 4.343 4.053 -3.169  -0.12
H: 4.359 3.747 -2.205  0.02
H: 4.994 3.481 -3.692  0.06
O: -4.877 1.453 0.987  -0.13
H: -4.763 2.404 1.312  0.08
H: -4.631 1.423 0.006  0.01
O: 1.821 -3.856 3.005  -0.12
H: 2.753 -3.837 3.400  0.07
H: 1.864 -4.341 2.118  0.00
O: 0.624 2.093 -2.506  -0.09
H: 0.304 2.583 -3.331  0.10
H: 0.219 1.165 -2.513  0.09
O: 7.778 1.536 1.025  -0.10
H: 7.778 2.440 1.481  0.11
H: 7.915 1.684 0.033  0.10
O: 1.440 -4.978 0.405  -0.12
H: 2.187 -5.660 0.409  0.07
H: 0.602 -5.431 0.065  0.11
O: 7.292 -1.009 1.634  -0.14
H: 8.250 -1.330 1.593  0.07
H: 7.294 0.001 1.562  0.00

Force components x, y, z for each atom (eV/Å):
O -0.693 -0.124 0.794
O 0.387 -0.482 -2.331
O 0.786 -0.240 0.042
N 0.167 -0.754 -2.343
N 0.586 -2.649 0.167
N 0.647 0.057 -0.799
S -0.252 0.518 -0.431
S 0.451 -1.276 0.798
C 1.201 -0.477 -1.863
C 1.866 0.536 2.403
C -0.728 -0.048 0.126
C -0.969 -0.474 -1.125
C 1.386 1.013 0.186
C -3.021 -0.755 -0.116
C -0.988 -1.777 1.086
C -0.288 1.784 0.185
C 1.486 1.638 -0.214
C 0.436 1.477 -0.772
C 0.747 0.617 -0.122
C -1.367 -0.077 0.605
C -0.968 1.645 0.908
C -1.005 -0.112 0.859
C -1.949 -2.490 0.216
C 1.796 0.476 0.389
N 0.070 1.785 -0.011
S -1.132 -0.001 2.039
H -0.458 -0.082 -0.080
H 1.172 1.027 1.053
H 0.275 0.317 -0.082
H 0.126 -0.718 -0.120
H 0.492 -1.065 -0.388
H 0.038 0.062 -0.176
H 0.399 -0.340 -0.151
H 0.205 0.112 -0.055
H 0.180 0.422 -0.616
H -0.363 0.386 -0.079
O -1.038 1.678 0.086
H 0.860 -0.579 -2.096
H 0.170 -1.051 2.002
O -0.597 -1.729 0.460
H -1.481 0.872 -0.988
H 1.986 0.990 0.407
O -0.818 -1.844 -0.126
H 1.397 0.836 1.621
H -0.704 1.238 -1.536
O 0.989 -1.571 -1.239
H -1.388 0.898 -0.663
H 0.580 0.288 2.073
O -1.485 -0.112 0.940
H 1.495 1.635 0.565
H 0.031 -1.427 -1.712
O -1.047 1.506 -0.302
H -1.080 -1.319 1.340
H 2.101 -0.236 -0.940
O 1.552 0.363 -1.226
H -0.713 -1.937 1.118
H -0.988 1.561 0.093
O 1.589 0.630 -0.058
H -1.010 1.468 1.251
H -0.806 -1.900 -1.091
O -1.411 0.955 -0.608
H -0.485 -0.944 1.875
H 1.926 -0.035 -1.260
O -1.668 -1.542 -0.405
H 0.120 1.833 -1.263
H 1.171 -0.475 1.764
O 1.807 0.703 -0.263
H -0.331 -0.925 1.994
H -1.555 0.252 -1.573
O -1.641 0.960 0.266
H 1.108 1.259 -0.955
H 0.870 -2.026 0.650
O 1.479 -0.110 -1.476
H 0.686 0.197 2.169
H -2.148 -0.178 -0.697
O 1.230 -1.536 0.600
H 0.133 0.507 -1.999
H -1.414 1.074 1.389
O 0.408 1.442 -1.101
H -0.056 -2.043 -0.932
H -0.536 0.608 2.105
O 1.918 -0.705 -0.634
H -2.013 -0.126 -1.044
H -0.036 0.959 1.763
O -1.488 -0.729 -1.202
H 0.646 -1.300 1.585
H 0.764 1.959 -0.325
O 0.312 2.347 -1.079
H -0.005 -1.846 -1.234
H -0.279 -0.034 2.215
O -0.316 -1.867 -0.646
H -1.366 0.993 -0.541
H 1.917 0.660 0.928
O 1.534 0.332 -0.231
H -2.083 1.083 0.116
H 0.488 -1.886 0.085

Results
HOMO level (eV): -8.986
Total charge: 0
HOMO-LUMO gap (hartree): 0.2419


Number 1: largest force on an atom 1.70 eV/Å. Number 2: largest force on an atom 0.47 eV/Å. Number 3: largest force on an atom 7.10 eV/Å. Number 4: largest force on an atom 3.17 eV/Å.